This record from OMol25 describes a molecular structure, C53H54Ge2I2NORbS5. The level of theory is ωB97M-V/def2-TZVPD.

```
119
C53H54Ge2I2NORbS5 | OMol25 | ωB97M-V/def2-TZVPD
Rb 2.7110 -3.1331 0.1947
O 5.0603 -3.9480 0.4915
N 5.7207 -3.7894 1.5649
C 7.0334 -3.5191 1.5309
C 7.7774 -3.2981 2.6647
C 7.1568 -3.3825 3.9059
C 5.8233 -3.7286 3.9447
C 5.1029 -3.9357 2.7725
S 3.4713 -4.4530 2.7941
H 7.4461 -3.4703 0.5374
H 8.8292 -3.0723 2.5757
H 7.7117 -3.2070 4.8148
H 5.2897 -3.8608 4.8775
C -1.5882 0.1805 -6.7570
C -2.1559 -0.0702 -5.3886
C -2.2296 -1.3516 -4.8667
C -2.7398 -1.5865 -3.5992
C -2.8435 -2.9839 -3.0739
C -3.1669 -0.5033 -2.8290
C -3.1107 0.7909 -3.3458
C -3.5665 1.9725 -2.5378
C -2.6131 0.9919 -4.6228
C -3.8309 -0.7562 -1.5337
C -5.2143 -0.6032 -1.5405
C -5.9597 -0.8744 -0.4112
C -5.3113 -1.3362 0.7173
C -3.9297 -1.5062 0.7348
C -3.1680 -1.1750 -0.3844
Ge -1.1382 -1.2631 -0.2652
S -0.3991 -3.2443 -0.1207
S -0.5280 0.2263 1.3689
Ge 1.1150 0.8633 -0.1128
S 3.0136 0.0444 0.3854
S -0.0511 -0.0221 -1.8915
C 1.2038 2.8856 -0.3182
C 0.8149 3.7266 0.7215
C 0.8393 5.1083 0.5572
C 1.2835 5.6695 -0.6230
C 1.7293 4.8401 -1.6344
C 1.6986 3.4559 -1.4902
C 2.2543 2.6456 -2.6007
C 3.5894 2.2444 -2.5647
C 4.4961 2.6232 -1.4331
C 4.0974 1.4857 -3.6125
C 3.3170 1.1320 -4.6995
C 3.8626 0.2778 -5.8112
C 2.0095 1.5984 -4.7499
C 1.4749 2.3618 -3.7260
C 0.0669 2.8635 -3.8140
C 0.4128 3.2311 2.0573
C -0.9227 3.2505 2.4538
C -2.0171 3.6484 1.5054
C -1.2565 2.8473 3.7404
C -0.2926 2.3949 4.6255
C -0.6702 1.8758 5.9851
C 1.0358 2.4030 4.2218
C 1.4059 2.8364 2.9593
C 2.8494 2.8696 2.5663
C -3.3824 -2.1154 1.9690
C -3.1640 -1.3546 3.1146
C -3.3400 0.1326 3.1130
C -2.7765 -1.9867 4.2899
C -2.6302 -3.3613 4.3522
C -2.2244 -4.0496 5.6270
C -2.8723 -4.1075 3.2052
C -3.2557 -3.5080 2.0179
C -3.5212 -4.3426 0.8051
H -1.2538 -0.7485 -7.2151
H -0.7362 0.8589 -6.6934
H -2.3305 0.6428 -7.4118
H -1.8807 -2.1885 -5.4582
H -2.9018 -3.7091 -3.8844
H -3.7130 -3.0999 -2.4273
H -1.9633 -3.2181 -2.4727
H -3.6641 1.7130 -1.4872
H -4.5365 2.3310 -2.8907
H -2.8552 2.7931 -2.6254
H -2.5747 1.9985 -5.0249
H -5.6930 -0.2673 -2.4512
H -7.0361 -0.7441 -0.4196
H -5.8750 -1.5751 1.6099
H 0.5150 5.7347 1.3790
H 1.3039 6.7468 -0.7421
H 2.1146 5.2638 -2.5534
H 4.0474 3.3952 -0.8128
H 5.4554 2.9794 -1.8121
H 4.6668 1.7497 -0.8036
H 5.1279 1.1567 -3.5619
H 4.8817 -0.0370 -5.5929
H 3.8583 0.8246 -6.7567
H 3.2448 -0.6111 -5.9366
H 1.3907 1.3460 -5.6028
H -0.3020 2.7953 -4.8357
H -0.0074 3.8947 -3.4677
H -0.5641 2.2429 -3.1796
H -1.6167 3.8665 0.5186
H -2.5491 4.5292 1.8723
H -2.7328 2.8317 1.4142
H -2.2973 2.8636 4.0440
H -1.7199 2.0734 6.1995
H -0.0594 2.3328 6.7655
H -0.5089 0.7975 6.0231
H 1.8000 2.0548 4.9052
H 3.4951 2.8979 3.4428
H 3.0648 3.7279 1.9300
H 3.0915 1.9709 1.9936
H -3.7172 0.4796 2.1543
H -2.3743 0.6047 3.2853
H -4.0287 0.4447 3.9012
H -2.5875 -1.3806 5.1690
H -2.2359 -3.3568 6.4683
H -1.2185 -4.4593 5.5283
H -2.8993 -4.8784 5.8465
H -2.7620 -5.1834 3.2452
H -3.7161 -5.3781 1.0757
H -2.6356 -4.3147 0.1668
H -4.3595 -3.9527 0.2281
I 3.7892 -6.3683 1.3983
I 4.2304 -9.0460 0.1536
```

Calculated values
charge	-2
HOMO	-2.77	eV
multiplicity	1
LUMO energy	3.36	eV
orbital gap	0.2253	hartree
energy above the lowest of the compared OMol25 structures with the same formula, charge and spin	54.2	kJ/mol

Mulliken population analysis, charges in e, atoms 1 to 6: atom 1 (Rb): 1.08, atom 2 (O): -0.72, atom 3 (N): 0.77, atom 4 (C): -0.28, atom 5 (C): -0.70, atom 6 (C): -0.20

***

This record from OMol25 describes a molecular structure, C53H54GeN2P2PdS. The level of theory is ωB97M-V/def2-TZVPD.

```
114
C53H54GeN2P2PdS | OMol25 | ωB97M-V/def2-TZVPD
Pd -0.3133 0.0683 -0.8019
C -6.0083 0.4411 -0.1305
C -5.3655 0.9933 0.9682
C -4.0706 0.6056 1.2854
C -3.4144 -0.3513 0.5153
C -4.0584 -0.8782 -0.6055
C -5.3525 -0.4933 -0.9213
Ge -1.5830 -0.9541 0.9882
C -1.2998 -0.3075 2.8256
C -1.0431 1.0351 3.0938
C -1.0333 1.5053 4.3984
C -1.2700 0.6289 5.4488
C -1.4962 -0.7151 5.1927
C -1.5091 -1.1835 3.8861
C -1.6122 -2.9224 1.0541
C -0.4425 -3.6441 1.2759
C -0.4851 -5.0235 1.4141
C -1.6966 -5.6954 1.3233
C -2.8657 -4.9831 1.1023
C -2.8257 -3.6030 0.9661
H -7.0226 0.7364 -0.3662
H -5.8712 1.7273 1.5824
H -3.5775 1.0328 2.1502
H -3.5421 -1.6013 -1.2291
H -5.8503 -0.9239 -1.7813
H -0.8511 1.7150 2.2694
H -0.8511 2.5537 4.5989
H -1.2780 0.9952 6.4672
H -1.6694 -1.4020 6.0110
H -1.6906 -2.2336 3.6878
H 0.5045 -3.1297 1.3429
H 0.4287 -5.5753 1.5987
H -1.7312 -6.7720 1.4293
H -3.8150 -5.4993 1.0385
H -3.7445 -3.0519 0.8120
C 5.4755 -0.8958 -2.3638
C 4.3656 -1.6547 -1.7207
C 4.0971 -2.9741 -1.9388
C 2.9650 -3.5384 -1.3146
N 2.1690 -2.8183 -0.5406
C 2.4417 -1.5387 -0.3054
S 1.5190 -0.5603 0.7399
N 3.5496 -0.9726 -0.8833
C 2.6233 -4.9749 -1.5090
H 6.0032 -1.5191 -3.0799
H 6.1832 -0.5412 -1.6122
H 5.0743 -0.0257 -2.8862
H 4.7250 -3.5695 -2.5847
H 3.7129 0.0114 -0.6855
H 2.8816 -5.3107 -2.5122
H 1.5655 -5.1365 -1.3143
H 3.1964 -5.5767 -0.7987
C 1.0825 -2.6412 -4.2596
C 1.1367 -1.2648 -3.5717
C 1.1850 -0.1746 -4.6379
C -0.0486 -1.1539 -2.6342
H 1.9288 -2.7594 -4.9399
H 0.1610 -2.7334 -4.8371
H 1.1099 -3.4486 -3.5255
H 2.0697 -1.2364 -2.9959
H 0.2175 -0.0851 -5.1339
H 1.9341 -0.4140 -5.3953
H 1.4321 0.7982 -4.2134
H -0.1016 -2.0420 -1.9903
H -0.9859 -0.9913 -3.1713
C -1.0553 4.1562 0.0137
P -0.3453 2.4699 -0.4089
C -1.0284 2.1700 -2.0870
C -0.4883 2.5642 -3.3071
C -1.2087 2.3841 -4.4772
C -2.4652 1.7985 -4.4506
C -3.0067 1.3771 -3.2453
C -2.2985 1.5649 -2.0702
C 1.4456 2.7601 -0.4577
C 2.2613 2.2948 -1.4870
C 3.6375 2.4646 -1.4105
C 4.2196 3.0119 -0.2762
C 3.4169 3.3948 0.7896
C 2.0411 3.2844 0.6908
P -1.1038 5.7629 -0.9777
C -2.4258 5.6025 -2.2214
C -2.5020 6.6086 -3.1912
C -3.5339 6.6244 -4.1135
C -4.5288 5.6572 -4.0600
C -4.5016 4.7033 -3.0566
C -3.4642 4.6819 -2.1357
C 0.4674 5.8730 -1.9256
C 1.6039 6.1517 -1.1644
C 2.8396 6.3318 -1.7624
C 2.9584 6.2549 -3.1420
C 1.8327 6.0110 -3.9129
C 0.5927 5.8367 -3.3129
H -0.5364 4.4420 0.9311
H -2.0915 3.9815 0.3148
H 0.4889 3.0183 -3.3381
H -0.7832 2.7153 -5.4168
H -3.0291 1.6961 -5.3688
H -3.9896 0.9245 -3.2091
H -2.7589 1.2967 -1.1277
H 1.8207 1.7992 -2.3448
H 4.2613 2.1884 -2.2536
H 5.2944 3.1266 -0.2165
H 3.8652 3.7860 1.6934
H 1.4259 3.5849 1.5308
H -1.7527 7.3911 -3.2111
H -3.5733 7.4026 -4.8647
H -5.3331 5.6641 -4.7840
H -5.2978 3.9730 -2.9811
H -3.4765 3.9439 -1.3456
H 1.5079 6.2467 -0.0887
H 3.7072 6.5466 -1.1519
H 3.9196 6.4089 -3.6158
H 1.9154 5.9609 -4.9919
H -0.2720 5.6688 -3.9376
```

Calculated values
charge	+1
HOMO (alpha / beta)	-9.15 / -9.44	eV
multiplicity	2
LUMO energy (alpha / beta)	-3.60 / -3.53	eV
orbital gap (alpha / beta)	0.2037 / 0.2172	hartree
energy above the lowest of the compared OMol25 structures with the same formula, charge and spin	125.3	kJ/mol

Mulliken population analysis, charges in e, atoms 1 to 6: atom 1 (Pd): 0.74, atom 2 (C): -0.67, atom 3 (C): -0.83, atom 4 (C): -0.16, atom 5 (C): -0.44, atom 6 (C): 0.10